46
Properties=species:S:1:pos:R:3:forces:R:3 method="wB97M-V/def2-TZVPD" smiles="CC(=O)c1ccc(OCc2cc(C(=O)N(C)[C@H](C)c3ccon3)no2)cc1" energy_ev=-34716.2274 lumo_ev=0.501 homo_lumo_gap_ev=9.49
C 3.419915 -4.046500 3.342385 0.243 -0.217 0.002
C 3.172396 -4.901555 2.121992 0.136 0.123 0.293
O 3.896400 -5.833617 1.846652 -0.016 0.026 0.000
C 2.007974 -4.550788 1.275414 -0.306 -0.039 -0.372
C 1.114572 -3.526614 1.576237 0.305 -0.288 -0.011
C 0.045616 -3.246276 0.745221 -0.405 0.120 -0.210
C -0.149061 -3.988147 -0.416081 0.297 -0.137 0.225
C 0.740906 -5.020159 -0.725199 -0.182 0.134 -0.054
C 1.797380 -5.293618 0.108743 0.001 0.088 0.109
H 2.491111 -6.088050 -0.121543 0.040 -0.058 -0.022
H 0.574746 -5.585573 -1.628105 -0.008 -0.076 -0.112
O -1.163336 -3.804285 -1.304778 0.158 -0.121 -0.038
C -2.078603 -2.756435 -1.100880 -0.157 0.104 -0.154
C -1.455391 -1.396394 -1.164245 -0.304 0.775 0.596
C -1.742609 -0.228986 -0.517303 0.198 -0.596 -0.427
C -0.795525 0.691417 -1.039802 -0.240 -1.039 -0.163
N -0.020536 0.088376 -1.909055 0.440 0.905 0.050
O -0.422043 -1.195331 -1.994825 -0.334 -0.674 0.038
C -0.708425 2.095519 -0.554674 0.310 0.264 -0.066
O -1.196285 2.354533 0.536880 -0.078 -0.232 0.052
N -0.111450 3.032896 -1.312546 -0.007 0.179 0.137
C 0.448277 2.846345 -2.627273 0.086 -0.129 -0.387
H -0.158415 3.376078 -3.366202 0.041 -0.003 -0.019
H 0.485116 1.788648 -2.869099 0.084 0.268 -0.118
H 1.464382 3.245490 -2.649490 0.010 -0.014 -0.036
C -0.132307 4.408885 -0.809965 0.076 -0.125 0.175
C -1.538936 4.795436 -0.462992 -0.772 0.369 -0.031
N -2.492407 4.671320 -1.351912 1.052 -0.340 -0.561
O -3.641599 5.086883 -0.778397 -0.652 0.198 0.334
C -3.387165 5.475425 0.473020 0.844 -0.009 0.265
C -2.062848 5.323394 0.745105 -0.600 0.110 -0.255
H -1.545490 5.530561 1.655748 0.083 0.037 0.254
H -4.215903 5.829458 1.052897 -0.182 0.040 0.036
C 0.828020 4.576589 0.365321 -0.119 0.016 -0.165
H 0.498235 3.964918 1.200117 0.011 -0.006 0.062
H 0.864997 5.618250 0.672761 0.050 0.118 0.058
H 1.826556 4.261920 0.070792 0.077 0.018 -0.023
H 0.191841 5.045273 -1.640772 -0.036 -0.145 0.101
H -2.494189 -0.024035 0.213973 -0.160 0.004 0.203
H -2.802357 -2.863516 -1.917301 0.085 0.017 0.207
H -2.610660 -2.862862 -0.145646 0.077 0.059 -0.137
H -0.624395 -2.443926 1.013233 -0.038 0.041 0.001
H 1.237653 -2.931170 2.467158 0.033 0.054 0.094
H 2.575726 -4.116577 4.024879 -0.093 0.069 0.071
H 3.551235 -3.006452 3.052857 -0.042 0.124 0.020
H 4.316886 -4.396747 3.846699 -0.008 -0.014 -0.018